Here is a structure of composition C16H25F4InN2OS3 at a distorted geometry from the OMol25 dataset. Energies are from wB97M-V/def2-TZVPD.

Computed properties:
* multiplicity: 1
* E_LUMO: -0.294 Ha
* max |F|: 1.778 eV/Å
* energy relative to the best compared isomer or geometry (same formula, charge and spin): 0.00 kcal per mole
* HOMO level: -13.80 eV
* HOMO-LUMO gap: 5.8 eV
* net charge: +2

Each line ends with the Mulliken charge.
Positions of all 52 atoms, in Å:
1 In -0.361 -0.326 -0.671  0.9162
2 C -2.855 0.615 -2.053  -0.9557
3 N -1.467 1.121 -1.954  -0.0434
4 C -0.879 1.379 -3.283  -0.8606
5 C -1.338 2.295 -1.048  -1.0828
6 C -1.856 2.053 0.375  -0.5875
7 N -1.355 0.785 0.887  -0.0979
8 C -1.970 0.130 1.930  0.3772
9 C -1.822 -1.255 2.054  0.2590
10 F -1.148 -1.923 1.044  -0.2811
11 C -2.426 -1.997 3.041  -0.1990
12 F -2.278 -3.320 3.033  -0.2771
13 C -3.180 -1.379 4.016  -0.4133
14 C -3.292 -0.003 3.963  0.1270
15 F -3.973 0.642 4.895  -0.2724
16 C -2.717 0.736 2.940  0.3474
17 F -2.811 2.071 2.977  -0.3061
18 H -3.535 1.408 -2.371  0.3729
19 H -2.894 -0.193 -2.782  0.3515
20 H -3.189 0.233 -1.089  0.3552
21 H -1.465 2.121 -3.829  0.4118
22 H 0.138 1.755 -3.175  0.2330
23 H -0.863 0.459 -3.865  0.3390
24 H -0.278 2.565 -1.013  0.4102
25 H -1.888 3.148 -1.455  0.4699
26 H -1.482 2.885 0.976  0.5104
27 H -2.947 2.109 0.406  0.4764
28 H -3.670 -1.954 4.789  0.5402
29 C 3.383 1.036 1.416  -0.5558
30 C 3.121 -0.365 1.967  -0.8533
31 S 1.664 -1.255 1.330  0.2244
32 C 2.331 -2.535 0.252  -1.0603
33 C 3.085 -2.016 -0.956  -0.3684
34 S 1.992 -1.236 -2.173  0.0204
35 C 2.811 0.352 -2.511  -0.8442
36 C 2.831 1.370 -1.373  0.1704
37 S 4.207 1.137 -0.196  -0.1042
38 H 4.084 1.526 2.092  0.4782
39 H 2.470 1.631 1.385  0.1758
40 H 2.923 -0.269 3.036  0.5211
41 H 3.985 -1.018 1.841  0.4456
42 H 1.464 -3.132 -0.042  0.3363
43 H 2.987 -3.162 0.855  0.6137
44 H 3.580 -2.846 -1.460  0.5094
45 H 3.838 -1.285 -0.672  0.1605
46 H 2.257 0.756 -3.360  0.4397
47 H 3.823 0.128 -2.848  0.5250
48 H 1.892 1.369 -0.812  -0.6141
49 H 2.983 2.358 -1.808  0.5477
50 O -1.116 -2.580 -1.466  -0.4384
51 H -1.739 -3.083 -0.922  0.2902
52 H -1.056 -3.039 -2.314  0.2603

---

Here is the molecule C16H25N3O4S from the OMol25 dataset. Energies are from wB97M-V/def2-TZVPD.

Computed properties:
* multiplicity: 1
* SMILES: CC(C)NS(=O)(=O)c1ccc(OCC(=O)N2CCN(C)CC2)cc1
* E_LUMO: 0.019 Ha
* max |F|: 0.899 eV/Å
* energy relative to the best compared isomer or geometry (same formula, charge and spin): 54.15 kcal per mole
* HOMO level: -8.47 eV
* HOMO-LUMO gap: 9.0 eV

Each line ends with the Mulliken charge.
Positions of all 49 atoms, in Å:
1 C 3.080 1.902 0.291  -1.3348
2 H 2.871 2.942 0.531  0.4935
3 H 2.170 1.434 -0.078  0.2899
4 H 3.402 1.390 1.192  0.2941
5 C 4.179 1.826 -0.762  0.3081
6 N 4.327 0.443 -1.193  -0.3060
7 S 4.534 -0.787 -0.075  1.3403
8 O 5.085 -0.321 1.170  -0.6542
9 O 5.237 -1.819 -0.781  -0.7609
10 C 2.853 -1.317 0.204  -0.1285
11 C 2.365 -1.430 1.493  -0.1343
12 C 1.068 -1.853 1.693  -0.7714
13 C 0.254 -2.164 0.600  0.7614
14 C 0.756 -2.048 -0.695  -0.4616
15 C 2.062 -1.628 -0.883  -0.8424
16 H 2.475 -1.536 -1.874  0.3941
17 H 0.147 -2.275 -1.554  0.4595
18 O -1.007 -2.569 0.912  -0.4670
19 C -1.899 -2.905 -0.131  -0.8860
20 H -2.790 -3.300 0.367  0.4024
21 C -2.297 -1.740 -1.049  0.9909
22 O -2.234 -1.875 -2.260  -0.6861
23 N -2.695 -0.598 -0.465  0.0962
24 C -2.947 -0.373 0.941  -0.3698
25 H -2.672 -1.242 1.533  0.5633
26 C -4.440 -0.049 1.143  -1.2254
27 N -4.904 1.061 0.338  0.1018
28 C -4.512 2.363 0.832  -0.9060
29 H -4.990 3.124 0.217  0.3234
30 H -3.429 2.547 0.829  0.3280
31 H -4.875 2.470 1.853  0.3122
32 C -4.586 0.829 -1.057  -0.8880
33 C -3.100 0.523 -1.295  -0.7148
34 H -2.925 0.251 -2.336  0.4648
35 H -2.484 1.392 -1.040  0.2843
36 H -4.882 1.703 -1.640  0.4134
37 H -5.179 -0.028 -1.392  0.3099
38 H -4.629 0.170 2.195  0.4077
39 H -5.031 -0.927 0.860  0.3363
40 H -2.334 0.474 1.272  0.1256
41 H -1.482 -3.692 -0.770  0.3743
42 H 0.658 -1.956 2.685  0.4486
43 H 3.012 -1.184 2.319  0.5064
44 H 5.006 0.325 -1.930  0.3137
45 C 5.490 2.410 -0.237  -1.3741
46 H 5.348 3.445 0.063  0.4309
47 H 5.823 1.831 0.620  0.3011
48 H 6.259 2.372 -1.006  0.3556
49 H 3.860 2.387 -1.652  0.3795

---

Here is the molecule C16H25N3O5S from the OMol25 dataset. Energies are from wB97M-V/def2-TZVPD.

Computed properties:
* multiplicity: 1
* SMILES: COc1ccc(S(N)(=O)=O)cc1C(=O)NCC(C)(C)N1CCOCC1
* E_LUMO: 0.022 Ha
* max |F|: 0.756 eV/Å
* energy relative to the best compared isomer or geometry (same formula, charge and spin): 0.00 kcal per mole
* HOMO level: -8.50 eV
* HOMO-LUMO gap: 9.1 eV

Each line ends with the Mulliken charge.
Positions of all 50 atoms, in Å:
1 C -1.699 4.438 0.533  -0.7249
2 H -1.741 3.870 -0.401  0.2788
3 H -2.093 5.440 0.368  0.3025
4 H -2.294 3.924 1.291  0.3062
5 O -0.365 4.629 0.956  -0.5130
6 C 0.476 3.597 1.139  0.4175
7 C 1.785 3.997 1.465  -0.7004
8 C 2.799 3.084 1.639  -0.7371
9 C 2.516 1.739 1.485  0.1317
10 C 1.246 1.322 1.170  -0.3203
11 C 0.200 2.228 0.992  0.8869
12 C -1.139 1.595 0.729  -0.0267
13 O -2.101 1.716 1.461  -0.6335
14 N -1.136 0.825 -0.381  -0.0410
15 H -0.282 0.744 -0.910  0.3830
16 C -2.226 -0.051 -0.732  -1.6381
17 H -2.469 0.088 -1.789  0.4035
18 H -3.080 0.264 -0.128  0.5785
19 C -1.949 -1.556 -0.452  1.9593
20 N -0.874 -2.138 -1.255  0.3197
21 C 0.510 -1.937 -0.866  -0.1649
22 H 0.643 -2.068 0.204  0.3522
23 C 1.374 -2.981 -1.578  -0.9491
24 H 2.425 -2.821 -1.334  0.3904
25 O 1.262 -2.876 -2.979  -0.4125
26 C -0.081 -3.013 -3.369  -0.8602
27 C -0.970 -1.965 -2.692  -0.4354
28 H -1.995 -2.110 -3.027  0.4100
29 H -0.626 -0.964 -3.013  0.2700
30 H -0.102 -2.894 -4.454  0.3754
31 H -0.449 -4.016 -3.103  0.3746
32 H 1.065 -3.986 -1.256  0.4023
33 H 0.893 -0.942 -1.156  0.0269
34 C -3.243 -2.325 -0.773  -2.1977
35 H -4.006 -2.096 -0.035  0.5182
36 H -3.041 -3.392 -0.749  0.4276
37 H -3.639 -2.067 -1.751  0.4453
38 C -1.663 -1.744 1.041  -2.0496
39 H -2.548 -1.479 1.613  0.4776
40 H -0.853 -1.108 1.387  0.3980
41 H -1.413 -2.782 1.244  0.4148
42 H 1.078 0.261 1.071  0.2790
43 S 3.769 0.500 1.702  1.2382
44 O 5.044 1.021 1.307  -0.6840
45 O 3.303 -0.734 1.133  -0.5867
46 N 3.778 0.333 3.376  -0.5395
47 H 4.676 0.560 3.771  0.2601
48 H 3.467 -0.580 3.666  0.2720
49 H 3.805 3.391 1.874  0.4634
50 H 1.962 5.056 1.566  0.4509